[1]
57
Properties=species:S:1:pos:R:3:forces:R:3:lowdin_charge:R:1 method="wB97M-V/def2-TZVPD" multiplicity=1 charge=-1 energy_ev=-55435.29559 orbital_gap_ev=6.810 homo_energy_ev=-4.83 de_lowest_kcal_mol=138.7 e_lumo_ev=1.98
Cl -0.59081 1.72755 0.19758 0.2 -0.1 0.0 -0.969
C -1.86847 5.47049 5.34972 -0.7 2.2 -0.9 -0.837
O -2.18901 6.55869 5.73113 -0.6 3.2 1.4 0.029
N -2.33245 4.41309 5.90509 -1.5 -5.5 2.7 0.166
N -1.19501 5.33624 4.23937 2.3 -0.6 -2.6 0.172
H -2.99440 4.44521 6.66725 0.4 0.5 -0.2 0.120
H -1.94503 3.49200 5.75816 -0.1 0.2 -0.3 0.113
H -1.04657 4.44261 3.79273 0.0 0.4 -0.2 0.115
H -0.99239 6.20741 3.77022 0.1 -0.5 -0.1 0.120
C -0.53590 -4.36784 -3.30469 0.7 -0.7 0.9 -0.790
O -1.15377 -4.90442 -2.42663 -1.9 -0.7 1.2 0.039
N -0.22564 -4.95764 -4.45696 -0.4 -1.4 -1.8 0.137
N 0.04560 -3.19256 -3.19588 0.8 2.2 0.2 0.167
H -0.84738 -5.73083 -4.64599 0.9 -0.2 -0.5 0.110
H 0.63987 -4.70959 -4.91460 -0.5 -0.6 -0.3 0.106
H 0.35708 -2.86278 -4.09827 -0.2 1.0 0.6 0.105
H -0.36474 -2.60221 -2.48651 0.5 0.4 -0.2 0.125
C -4.62926 -2.60143 1.55540 -2.2 1.6 2.3 -0.746
O -5.12793 -1.61888 2.13321 -0.6 -1.6 -0.7 -0.002
N -5.16642 -3.83863 1.36679 -2.1 0.0 0.4 0.133
N -3.42456 -2.58642 1.13189 4.7 0.0 -2.0 0.167
H -6.11759 -3.90256 1.70038 0.3 -0.6 -0.3 0.101
H -4.62916 -4.61078 0.99905 -0.5 0.2 0.3 0.097
H -3.11818 -3.40446 0.62488 0.6 0.6 0.0 0.110
H -2.82069 -1.78625 1.25496 -0.2 -0.1 -0.2 0.133
C 5.93385 3.17443 1.80420 1.3 3.5 2.1 -0.840
O 6.80933 3.87221 2.25914 2.1 1.3 0.6 0.018
N 4.69364 3.56931 1.86328 -4.2 0.2 -0.2 0.168
N 6.15874 2.03676 1.27708 0.6 -4.7 -2.3 0.175
H 3.99278 2.85288 1.73834 -0.4 0.6 0.0 0.109
H 4.42910 4.43037 2.32010 0.3 -0.4 -0.1 0.122
H 5.37411 1.51529 0.91306 0.7 -0.3 -0.2 0.118
H 7.12419 1.78215 1.12480 -0.5 -0.2 0.0 0.128
C -4.26832 -0.75055 -4.64687 1.1 -0.6 -0.5 -0.829
O -3.27857 -0.29045 -5.10823 2.7 1.7 -1.9 0.062
N -4.99215 -1.69665 -5.19886 -2.2 -2.5 -1.4 0.155
N -4.71793 -0.43808 -3.46651 -1.1 1.6 3.6 0.163
H -5.61579 -2.07512 -4.50034 -0.2 -0.8 -1.1 0.095
H -4.62635 -2.26401 -5.95012 -0.1 0.2 0.3 0.116
H -4.10469 0.20544 -2.98700 -0.3 -0.2 0.5 0.130
H -5.24227 -1.14122 -2.96575 0.2 0.7 0.4 0.106
C 2.74515 2.69094 -4.44543 1.7 -0.1 -0.3 -0.861
O 3.51395 2.79707 -5.35372 1.4 0.5 -3.1 0.041
N 1.70660 1.96901 -4.34642 -6.4 -4.2 -1.3 0.174
N 3.00294 3.17668 -3.28085 2.2 2.8 3.8 0.157
H 1.18006 1.62143 -5.13511 0.4 0.1 0.0 0.124
H 1.23642 1.83653 -3.46242 0.0 0.1 -0.3 0.114
H 2.39267 2.97031 -2.50298 0.8 0.4 0.3 0.113
H 3.98164 3.42511 -3.25804 -0.3 0.3 1.1 0.121
C 2.98978 -2.82645 3.45046 1.1 -0.4 0.3 -0.829
O 2.71513 -3.62858 2.63515 -1.2 -3.7 -2.4 0.074
N 2.76364 -1.56334 3.26222 -0.8 3.8 -0.1 0.163
N 3.67844 -3.04124 4.56744 1.4 -0.9 2.6 0.149
H 2.04761 -1.37964 2.57398 0.1 0.7 0.3 0.131
H 2.92613 -1.02729 4.10266 -0.8 0.9 -0.8 0.102
H 3.88649 -2.24379 5.15129 0.1 -0.7 0.2 0.096
H 3.83650 -3.97550 4.91714 0.0 0.4 -0.2 0.112



[2]
23
Properties=species:S:1:pos:R:3:forces:R:3:lowdin_charge:R:1 method="wB97M-V/def2-TZVPD" multiplicity=1 charge=-1 energy_ev=-28399.05775 orbital_gap_ev=7.060 homo_energy_ev=-3.58 de_lowest_kcal_mol=61.1 e_lumo_ev=3.48
N 2.56370 1.97397 -0.40364 1.5 0.7 -0.2 0.076
C 1.18720 1.72921 -0.41478 -1.2 2.5 -1.8 -0.605
O 0.34992 2.68762 -0.62352 1.9 -1.4 0.8 -0.086
C 0.73559 0.42834 -0.35184 3.1 -2.6 0.6 -0.072
C -0.56083 -0.12856 -0.35103 -0.8 1.2 1.0 -0.286
C -1.58447 0.71819 0.11697 -2.7 -0.7 0.9 -0.010
C -3.01556 0.37992 0.17933 5.8 -1.2 -1.1 -0.070
C -3.29058 -0.88626 -0.29144 0.0 -0.8 -1.4 -0.153
C -2.26371 -1.81200 -0.66508 -0.8 1.4 0.6 -0.094
C -0.93095 -1.42086 -0.56935 0.4 -3.6 -0.6 -0.081
S 2.42988 -0.94826 -0.14434 0.0 -0.4 -1.4 0.696
N 3.10153 -0.66435 1.41422 -0.4 1.2 -0.4 -0.129
O 3.54714 -0.67358 -1.09604 -1.6 0.1 1.3 -0.423
O 2.02460 -2.36785 -0.08123 0.1 1.9 0.1 -0.403
H 3.18729 1.18185 -0.62483 -0.6 0.7 -0.1 0.021
H 2.92251 2.83996 -0.86585 -1.2 -1.1 0.7 0.108
H -1.19049 1.49918 0.70604 -0.2 1.4 0.1 0.084
H -3.66069 1.00226 0.69137 -1.4 1.2 0.6 0.058
H -4.30950 -1.08866 -0.56166 -0.5 -0.6 0.3 0.069
H -2.51858 -2.82096 -1.00479 0.1 0.4 0.3 0.089
H -0.15516 -2.23969 -0.56242 -0.8 1.1 -0.6 0.103
H 3.49971 0.31363 1.52640 -0.8 -1.4 -0.6 0.072
H 2.20901 -0.67616 1.90662 0.3 0.1 0.8 0.037



[3]
103
Properties=species:S:1:pos:R:3:forces:R:3:lowdin_charge:R:1 method="wB97M-V/def2-TZVPD" multiplicity=1 charge=+1 energy_ev=-157486.19798 orbital_gap_ev=7.861 homo_energy_ev=-11.38 e_lumo_ev=-3.52
C 0.60616 -0.24166 2.14801 -0.8 0.1 0.6 -0.173
C -0.36956 -1.35428 1.72300 1.0 0.0 0.2 -0.274
C 0.10123 -2.25628 0.53556 -1.0 0.4 0.7 -0.599
I 1.97541 -1.63599 -0.35891 -0.3 -0.4 0.1 0.984
C -0.97120 -2.54195 -0.54296 2.0 -0.3 -0.7 -0.306
N -2.29051 -2.99991 -0.03424 -0.3 0.2 -0.8 0.050
C -2.40284 -4.43634 0.30590 0.4 -0.6 0.7 -0.188
C -2.34681 -4.78881 1.82055 -0.3 0.6 0.1 -0.658
C -2.70316 -3.65454 2.80869 -0.6 -0.9 0.3 -0.124
Br -3.56474 -6.32638 2.04699 0.3 0.1 0.0 0.743
C -3.19566 -2.56658 -0.97174 0.5 0.5 -0.7 -0.319
N -4.49243 -2.48047 -0.89687 0.3 -0.5 0.4 0.001
P -5.43219 -1.81573 -2.29014 -1.6 0.9 -0.5 0.839
N -6.94106 -1.69758 -1.97597 0.3 -0.3 -0.3 -0.241
C -5.22470 -2.91285 0.30457 -1.3 -0.9 0.1 -0.330
F -5.88277 -1.82738 0.80766 0.4 0.3 -0.1 0.041
C -6.21435 -4.07128 0.03179 0.5 -0.2 0.4 -0.188
C -7.44103 -3.99568 0.94938 0.1 0.3 -0.5 -0.071
N -2.59575 -2.11580 -2.17649 -0.2 -0.8 1.0 -0.073
C -2.44030 -3.33425 -3.02707 -0.9 -0.5 -0.5 -0.121
C -2.77858 -3.10197 -4.52812 1.6 0.5 -0.9 -0.366
O -3.04397 -1.71738 -4.74049 -0.7 -0.4 0.2 -0.074
C -1.56929 -3.48933 -5.41891 0.6 -0.8 0.0 -0.244
N -1.73749 -4.83063 -6.00271 -0.2 0.0 0.2 0.000
C -1.34149 -1.49147 -1.61678 -1.6 0.8 -0.5 -0.657
Cl -0.29113 -1.29521 -3.03294 0.2 -0.2 0.5 0.802
C -1.88031 -0.09674 -1.12883 0.6 0.0 -0.6 -0.127
C -0.90173 1.08297 -1.31786 -0.3 0.2 0.7 -0.154
C -1.08625 2.22583 -0.32778 0.0 -0.1 -0.7 -0.222
C -1.44341 2.08842 0.99038 -0.3 -1.1 0.6 -0.073
C -1.55364 3.16390 1.84171 -0.1 0.1 0.9 -0.076
C -1.30114 4.43256 1.38985 0.0 0.2 0.2 -0.079
C -0.96445 4.58084 0.06438 0.3 1.6 -0.2 -0.091
C -0.85784 3.51592 -0.78141 0.2 -0.4 -0.8 -0.052
H 1.55342 -0.65352 2.49835 0.0 0.1 -0.3 0.061
H 0.16510 0.25545 3.02303 0.1 0.0 -0.2 0.085
H 0.73143 0.53053 1.38884 0.2 -0.2 0.0 0.040
H -0.43242 -2.00075 2.60374 -0.2 0.0 -0.2 0.089
H -1.37711 -0.96017 1.57475 0.1 0.0 -0.2 0.079
H 0.34301 -3.22841 0.97246 0.2 0.1 -0.3 0.071
H -0.49566 -3.36025 -1.11065 -0.4 0.0 0.0 0.121
H -1.56986 -4.96759 -0.17346 -0.1 0.2 -0.1 0.137
H -3.30148 -4.86227 -0.14723 0.0 0.3 0.2 0.083
H -1.36383 -5.16398 2.10086 -0.1 -0.2 -0.3 0.083
H -3.45361 -4.04925 3.50047 0.1 0.2 0.0 0.062
H -3.15203 -2.77406 2.35026 0.4 0.0 0.0 0.063
H -1.83663 -3.40450 3.41991 -0.1 0.2 -0.2 0.074
H -4.90733 -0.52659 -2.47593 0.7 -0.5 0.3 0.037
H -5.15185 -2.63556 -3.40342 0.6 0.1 0.4 0.031
H -7.50214 -2.24768 -2.61994 -0.2 -0.1 0.4 -0.001
H -4.53411 -3.26992 1.06746 0.2 0.4 -0.2 0.116
H -5.66178 -4.98584 0.29024 0.0 0.1 -0.3 0.071
H -6.48693 -4.12248 -1.02272 -0.1 0.1 0.2 0.091
H -7.14771 -3.76439 1.97613 -0.1 -0.1 -0.1 0.084
H -8.09622 -3.19972 0.58819 0.0 -0.1 0.2 0.080
H -7.98450 -4.94155 0.92193 0.1 0.1 0.1 0.084
H -3.16592 -4.07578 -2.65964 0.2 0.1 0.0 0.128
H -1.46153 -3.81579 -2.95526 0.0 0.3 0.2 0.113
H -3.59691 -3.74582 -4.88235 -0.1 0.2 0.4 0.137
H -3.41843 -1.66306 -5.62884 0.1 0.2 0.0 0.111
H -0.62869 -3.46498 -4.84726 -0.2 0.4 0.1 0.085
H -1.44422 -2.77522 -6.23794 -0.3 0.0 0.1 0.123
H -0.87380 -5.13008 -6.44352 -0.1 0.1 -0.1 0.075
H -1.91574 -5.51650 -5.27410 0.0 0.0 0.0 0.065
H -2.72730 0.09529 -1.79275 0.1 0.0 0.1 0.109
H -2.30094 -0.15174 -0.12031 0.3 -0.1 0.0 0.104
H -1.09539 1.50675 -2.30569 0.3 -0.2 0.0 0.112
H 0.14233 0.75571 -1.27143 -0.1 -0.1 -0.1 0.069
H -1.63036 1.11023 1.42419 0.0 0.0 -0.2 0.084
H -1.81038 3.01675 2.88645 0.0 -0.1 -0.1 0.113
H -1.35464 5.28580 2.05520 0.0 0.0 -0.1 0.115
H -0.75800 5.58400 -0.30022 0.0 -0.1 -0.1 0.117
H -0.58441 3.66212 -1.82398 0.0 0.1 0.1 0.121
C 4.21677 7.19369 4.22438 -0.2 -0.2 0.0 -0.064
C 4.93129 7.34001 2.89774 0.0 0.4 0.4 -0.202
O 4.90716 6.11249 2.15001 0.1 0.0 -0.2 0.030
C 3.76001 5.83858 1.53114 0.1 0.0 0.2 -0.602
O 2.76714 6.51733 1.53410 0.0 0.0 -0.1 0.130
O 3.89765 4.65774 0.91801 -0.2 0.2 -0.2 -0.028
C 2.70839 4.19257 0.28117 -0.2 -0.3 -0.2 -0.035
H 4.62225 6.35056 4.78600 0.1 0.1 0.0 0.082
H 4.32618 8.10080 4.81850 0.0 0.0 0.0 0.083
H 3.15335 7.00475 4.07912 0.0 0.1 -0.1 0.074
H 5.98287 7.56461 3.06820 0.0 -0.2 -0.1 0.124
H 4.51562 8.15325 2.30336 -0.1 -0.1 -0.1 0.125
H 2.30184 4.94092 -0.39617 0.0 0.1 0.1 0.095
H 1.96648 3.91487 1.03045 -0.1 0.1 0.0 0.094
H 2.97406 3.30843 -0.29438 0.2 0.0 0.1 0.095
C 6.25981 2.78702 1.76311 0.0 -0.4 0.0 -0.058
C 7.51625 3.62791 1.79082 -0.4 0.2 0.1 -0.202
O 8.69884 2.81221 1.81774 0.1 0.1 0.0 0.040
C 9.05258 2.27624 0.65163 -0.1 0.0 0.1 -0.611
O 8.48554 2.42282 -0.40088 0.0 0.0 0.0 0.119
O 10.14302 1.53258 0.85261 0.0 0.0 0.0 0.006
C 10.59216 0.82836 -0.30572 0.2 -0.2 -0.1 -0.042
H 6.25774 2.07117 2.58840 0.1 0.1 0.1 0.084
H 5.37843 3.41898 1.83833 0.2 -0.1 0.0 0.050
H 6.19106 2.21086 0.83934 0.0 0.1 -0.1 0.078
H 7.54145 4.22071 2.70374 0.2 -0.1 0.0 0.123
H 7.55300 4.32116 0.95068 0.1 -0.1 -0.1 0.127
H 10.72746 1.50220 -1.14931 -0.1 0.0 0.0 0.096
H 9.88569 0.03892 -0.56055 0.0 0.1 -0.1 0.097
H 11.54951 0.37904 -0.05559 0.0 0.1 0.2 0.093



[4]
73
Properties=species:S:1:pos:R:3:forces:R:3:lowdin_charge:R:1 method="wB97M-V/def2-TZVPD" multiplicity=3 charge=+1 s2=2.002 energy_ev=-74390.64294 orbital_gap_ev="8.847 / 8.840" homo_energy_ev="-11.89 / -11.86" de_lowest_kcal_mol=4.0 e_lumo_ev="-3.04 / -3.02"
O 0.47827 0.79310 -1.84305 -0.2 -0.2 -0.7 -0.372
O -1.24871 -3.40231 -1.25557 -0.2 -0.6 -0.3 -0.252
C -0.94885 1.13015 -1.70737 -0.1 -0.1 -0.2 -0.220
C -1.35364 2.30837 -2.57040 -0.2 0.2 0.1 -0.041
H -1.08688 1.37067 -0.64109 0.1 -0.1 -0.3 0.096
H -1.52024 0.22134 -1.92434 0.1 0.2 0.0 0.126
H -0.89596 3.24900 -2.23581 0.0 -0.3 0.0 0.085
H -2.43667 2.44983 -2.47453 0.2 -0.1 0.0 0.104
H -1.13786 2.16789 -3.63438 0.0 -0.1 0.2 0.081
C 0.97194 0.41174 -3.18126 -0.3 0.1 0.1 -0.185
C -0.00767 -0.50071 -3.87809 -0.2 0.0 -0.2 -0.049
H 1.93494 -0.08392 -3.02517 -0.2 0.1 0.2 0.133
H 1.14519 1.34730 -3.72558 -0.1 -0.2 0.0 0.125
H -0.40083 -1.26269 -3.19885 0.2 0.0 0.0 0.082
H 0.48786 -1.01461 -4.70093 0.1 0.0 0.0 0.100
H -0.84389 0.06162 -4.30688 0.1 -0.2 0.1 0.086
C -0.44164 -4.60137 -1.09329 -0.5 0.4 0.0 -0.258
C -2.57478 -3.62187 -1.77783 0.5 -0.2 0.2 -0.263
C 0.61319 -4.70334 -2.17787 0.0 0.0 0.0 -0.070
H -1.08938 -5.49764 -1.10490 0.2 0.4 0.1 0.126
H 0.02801 -4.52804 -0.09885 -0.2 0.0 -0.3 0.108
H 0.15105 -4.80055 -3.16639 0.1 0.1 0.2 0.067
H 1.23048 -5.58764 -2.00186 0.0 0.1 0.0 0.083
H 1.26642 -3.82340 -2.16512 -0.1 -0.1 0.0 0.074
C -2.56385 -4.16619 -3.19904 -0.1 0.0 -0.1 -0.082
H -3.09402 -2.64915 -1.73522 0.3 -0.3 0.1 0.114
H -3.10129 -4.32712 -1.10802 0.0 0.3 -0.2 0.121
H -1.86059 -3.60794 -3.83729 -0.2 -0.2 0.2 0.074
H -3.56733 -4.07035 -3.62566 0.1 -0.1 0.0 0.081
H -2.30001 -5.23342 -3.22099 0.0 0.3 0.0 0.081
H -0.59266 -1.96932 0.02475 -0.1 0.1 1.1 0.019
Tm 1.60961 1.54805 -0.18420 0.7 0.4 1.2 1.526
C -0.34946 -1.82423 1.10819 -0.1 -0.3 -0.6 -0.174
Si -1.65600 -2.48249 2.35545 -0.2 0.0 0.1 0.483
H 0.58374 -2.36024 1.28335 0.2 0.0 0.1 0.030
H -0.16309 -0.75971 1.28589 0.0 0.2 0.2 -0.009
C -3.33410 -1.80552 1.86633 -0.1 0.2 0.0 -0.184
C -1.20248 -1.91737 4.09565 0.2 0.1 0.0 -0.183
C -1.82605 -4.35707 2.42440 0.2 -0.2 -0.2 -0.178
C 0.28635 3.01862 1.00662 -0.5 -0.1 0.1 -0.435
Si 1.01315 3.91365 2.48003 0.0 0.3 0.6 0.378
H -0.56873 2.42394 1.40638 0.3 0.2 -0.1 -0.008
H -0.20261 3.78748 0.37388 0.2 -0.2 0.0 -0.005
C 0.55171 2.99682 4.05555 -0.1 -0.2 -0.1 -0.187
C 0.40581 5.68175 2.66475 -0.1 0.2 -0.1 -0.186
C 2.89254 4.03747 2.39835 0.2 -0.1 0.0 -0.186
H -2.70570 -4.64168 3.02306 0.2 0.2 -0.1 0.043
H -0.95950 -4.83740 2.89883 -0.1 0.1 -0.1 0.036
H -1.95784 -4.80735 1.43296 0.0 0.1 0.1 0.013
H -3.38078 -0.72253 2.04025 -0.1 -0.1 -0.1 0.029
H -4.13703 -2.27281 2.45521 0.2 0.1 -0.1 0.039
H -3.54464 -1.99358 0.80518 0.0 0.0 0.2 0.016
H -0.84580 -0.87799 4.11329 -0.1 -0.2 0.0 0.020
H -0.40789 -2.54570 4.52389 -0.1 0.2 -0.1 0.035
H -2.05888 -1.97598 4.78050 0.1 0.0 -0.2 0.038
H -0.65226 5.78083 2.39141 0.2 0.0 0.1 0.032
H 0.98357 6.38137 2.04348 -0.2 -0.1 0.1 0.030
H 0.50714 6.00575 3.71346 0.0 -0.1 -0.3 0.039
H 3.22016 4.82626 1.70923 0.0 -0.1 0.1 0.025
H 3.41403 3.11146 2.12498 -0.1 0.1 0.1 0.017
H 3.25194 4.31776 3.39839 0.0 0.0 -0.2 0.047
H 0.76817 3.58720 4.95723 0.0 -0.1 -0.3 0.039
H 1.10081 2.04768 4.13036 -0.1 0.1 0.1 0.030
H -0.52340 2.76797 4.06183 0.2 0.0 0.0 0.033
N 2.65232 3.39118 -1.29580 -0.2 0.9 -0.3 -0.046
C 4.11929 3.47009 -1.01645 0.2 -0.3 -0.2 -0.119
C 4.62051 2.15659 -0.41171 0.6 -0.5 0.3 -0.607
O 5.80025 1.90815 -0.43622 -0.7 0.1 0.1 0.114
O 3.67199 1.37482 0.11280 0.0 0.4 -0.5 -0.236
H 2.52689 3.37907 -2.31073 0.0 0.0 0.2 0.104
H 2.21027 4.27680 -1.01213 0.1 -0.5 0.0 0.110
H 4.68104 3.65023 -1.94124 -0.1 0.0 0.3 0.136
H 4.36438 4.28124 -0.32181 -0.2 -0.2 -0.1 0.127



[5]
15
Properties=species:S:1:pos:R:3:forces:R:3:lowdin_charge:R:1 method="wB97M-V/def2-TZVPD" multiplicity=1 energy_ev=-8292.88332 orbital_gap_ev=10.779 homo_energy_ev=-9.72 de_lowest_kcal_mol=48.7 e_lumo_ev=1.06
C -1.46681 -0.74282 0.53380 0.0 0.0 -0.1 -0.070
C -0.21904 0.09786 0.69554 -0.1 -0.1 0.2 -0.289
C 1.17143 -0.52691 0.44767 0.1 -0.3 0.2 -0.162
N 1.57511 0.75483 -0.13937 0.4 0.1 0.0 -0.001
C 0.20449 1.14245 -0.38067 -0.1 0.2 -0.1 -0.326
C -0.53116 0.01259 -2.58114 0.2 0.9 0.7 0.027
N -0.27163 0.74612 -1.69623 -0.1 -1.0 -0.5 -0.012
H -1.45829 -1.28742 -0.41474 0.0 0.1 0.1 0.059
H -1.54712 -1.47418 1.34802 0.1 0.2 -0.2 0.082
H -2.36091 -0.11248 0.56599 0.1 -0.1 0.0 0.081
H -0.21811 0.59896 1.66421 0.0 0.1 -0.1 0.136
H 1.12885 -1.38282 -0.24343 0.0 0.2 0.0 0.113
H 1.75846 -0.81992 1.32163 -0.1 0.0 0.0 0.106
H 2.25149 0.78613 -0.89361 -0.2 0.0 0.0 0.116
H -0.01676 2.20762 -0.22766 0.0 -0.4 -0.1 0.140